C72H180N12O24 | wB97M-V/def2-TZVPD

For the energy above the lowest of the compared OMol25 structures with the same formula, charge and spin, the calculation gives 88.89 kcal per mole. For the HOMO-LUMO gap, the calculation gives 8.637 eV. The SMILES is COCCNCCOC.COCCNCCOC.COCCNCCOC.COCCNCCOC.COCCNCCOC.COCCNCCOC.COCCNCCOC.COCCNCCOC.COCCNCCOC.COCCNCCOC.COCCNCCOC.COCCNCCOC. The value obtained for the HOMO energy is -8.07 eV. Its total energy is -5313.351821 hartree.

Cartesian coordinates (Å):
C (-1.319, -2.560, 5.096)
O (-0.280, -1.740, 4.765)
C (-0.009, -0.643, 5.660)
C (1.381, -0.023, 5.346)
N (1.475, 0.613, 4.019)
C (2.814, 0.946, 3.609)
C (3.607, -0.277, 3.068)
O (3.142, -0.846, 1.805)
C (1.932, -1.522, 1.734)
H (-1.250, -3.500, 4.548)
H (-2.320, -2.168, 4.915)
H (-1.268, -2.753, 6.168)
H (-0.006, -0.897, 6.720)
H (-0.837, 0.060, 5.566)
H (2.058, -0.850, 5.561)
H (1.610, 0.689, 6.139)
H (0.779, 1.337, 3.911)
H (3.334, 1.545, 4.357)
H (2.659, 1.698, 2.836)
H (3.768, -1.065, 3.803)
H (4.618, 0.103, 2.925)
H (2.005, -2.076, 0.798)
H (1.105, -0.814, 1.683)
H (1.694, -2.206, 2.550)
C (5.006, 4.193, 3.115)
O (5.641, 2.921, 3.438)
C (6.754, 3.002, 4.318)
C (8.045, 3.595, 3.637)
N (9.184, 2.999, 4.338)
C (10.419, 3.606, 3.866)
C (11.643, 3.383, 4.763)
O (11.341, 4.043, 5.985)
C (12.461, 3.858, 6.870)
H (3.992, 3.935, 2.810)
H (5.374, 4.638, 2.190)
H (4.877, 4.913, 3.924)
H (6.869, 2.069, 4.870)
H (6.527, 3.649, 5.165)
H (8.163, 4.676, 3.718)
H (8.066, 3.401, 2.565)
H (8.992, 3.260, 5.295)
H (10.336, 4.665, 3.621)
H (10.513, 3.112, 2.899)
H (12.526, 3.803, 4.280)
H (11.813, 2.314, 4.887)
H (12.300, 4.338, 7.835)
H (13.336, 4.362, 6.459)
H (12.564, 2.790, 7.061)
C (0.255, -4.087, -0.479)
O (-0.920, -4.449, 0.288)
C (-0.725, -4.754, 1.678)
C (-2.048, -5.264, 2.298)
N (-2.531, -6.418, 1.599)
C (-3.710, -6.875, 2.265)
C (-4.432, -8.027, 1.506)
O (-5.211, -7.458, 0.499)
C (-5.806, -8.469, -0.347)
H (0.231, -3.103, -0.946)
H (0.406, -4.799, -1.290)
H (1.165, -3.996, 0.114)
H (-0.384, -3.912, 2.280)
H (0.152, -5.384, 1.826)
H (-2.700, -4.394, 2.215)
H (-1.814, -5.500, 3.336)
H (-2.782, -6.114, 0.669)
H (-4.408, -6.048, 2.393)
H (-3.527, -7.224, 3.281)
H (-4.968, -8.653, 2.220)
H (-3.634, -8.626, 1.068)
H (-6.382, -7.899, -1.075)
H (-6.498, -9.167, 0.124)
H (-5.003, -9.030, -0.824)
C (6.420, 1.878, -5.054)
O (7.267, 2.928, -5.390)
C (8.504, 3.132, -4.653)
C (8.401, 3.905, -3.324)
N (7.757, 3.151, -2.267)
C (8.574, 2.088, -1.650)
C (7.567, 1.171, -0.859)
O (6.656, 0.506, -1.719)
C (6.059, -0.711, -1.271)
H (6.874, 0.899, -5.208)
H (5.522, 1.993, -5.661)
H (6.116, 1.947, -4.010)
H (9.092, 3.685, -5.386)
H (9.004, 2.173, -4.515)
H (7.872, 4.852, -3.434)
H (9.438, 4.095, -3.047)
H (6.867, 2.748, -2.523)
H (9.304, 2.559, -0.992)
H (9.008, 1.423, -2.397)
H (7.102, 1.675, -0.012)
H (8.182, 0.432, -0.344)
H (6.787, -1.499, -1.078)
H (5.353, -0.960, -2.063)
H (5.454, -0.599, -0.371)
C (5.209, -7.641, -4.307)
O (4.770, -6.293, -4.808)
C (5.743, -5.510, -5.454)
C (5.214, -4.251, -6.131)
N (4.704, -3.335, -5.115)
C (4.091, -2.165, -5.703)
C (3.584, -1.207, -4.674)
O (2.676, -1.782, -3.820)
C (2.160, -0.893, -2.842)
H (4.432, -8.398, -4.411)
H (5.371, -7.492, -3.239)
H (6.070, -8.018, -4.860)
H (6.250, -6.123, -6.198)
H (6.518, -5.267, -4.726)
H (4.417, -4.604, -6.786)
H (5.989, -3.814, -6.760)
H (3.934, -3.743, -4.603)
H (3.311, -2.469, -6.401)
H (4.796, -1.559, -6.273)
H (3.107, -0.366, -5.177)
H (4.447, -0.783, -4.161)
H (2.966, -0.356, -2.341)
H (1.586, -1.553, -2.191)
H (1.414, -0.198, -3.227)
C (0.477, 9.952, -3.435)
O (1.443, 8.918, -3.119)
C (0.735, 7.746, -2.662)
C (1.753, 6.602, -2.662)
N (2.826, 6.703, -1.711)
C (3.785, 5.592, -1.880)
C (5.136, 5.910, -1.241)
O (5.691, 7.146, -1.766)
C (7.081, 7.293, -1.478)
H (-0.350, 10.082, -2.738)
H (0.043, 9.607, -4.373)
H (0.988, 10.903, -3.581)
H (-0.029, 7.359, -3.337)
H (0.266, 7.999, -1.711)
H (2.246, 6.499, -3.628)
H (1.284, 5.627, -2.528)
H (3.369, 7.550, -1.793)
H (3.826, 5.231, -2.908)
H (3.330, 4.806, -1.277)
H (5.747, 5.037, -1.474)
H (5.108, 5.932, -0.152)
H (7.415, 8.318, -1.637)
H (7.747, 6.705, -2.110)
H (7.188, 7.043, -0.422)
C (-3.341, 6.508, -0.547)
O (-2.578, 6.163, -1.660)
C (-2.516, 4.749, -1.910)
C (-1.633, 4.429, -3.114)
N (-1.763, 3.019, -3.422)
C (-1.117, 2.826, -4.785)
C (0.378, 3.188, -4.938)
O (1.142, 2.388, -4.020)
C (2.508, 2.710, -4.109)
H (-4.369, 6.195, -0.725)
H (-3.272, 7.541, -0.205)
H (-2.915, 5.893, 0.246)
H (-3.473, 4.241, -2.025)
H (-2.049, 4.339, -1.014)
H (-0.613, 4.579, -2.761)
H (-1.810, 5.094, -3.960)
H (-1.285, 2.404, -2.778)
H (-1.748, 3.299, -5.537)
H (-1.266, 1.764, -4.978)
H (0.540, 4.253, -4.773)
H (0.671, 2.943, -5.959)
H (2.762, 3.627, -3.577)
H (2.814, 2.875, -5.142)
H (2.913, 1.852, -3.573)
C (-5.637, 0.499, -1.287)
O (-5.965, 0.897, 0.017)
C (-7.367, 0.956, 0.160)
C (-7.966, -0.424, 0.273)
N (-9.382, -0.444, 0.711)
C (-9.932, -1.769, 0.931)
C (-11.449, -1.736, 0.903)
O (-11.983, -1.050, 1.997)
C (-13.331, -1.475, 2.258)
H (-5.839, 1.232, -2.068)
H (-6.171, -0.374, -1.661)
H (-4.598, 0.181, -1.211)
H (-7.742, 1.563, -0.664)
H (-7.530, 1.530, 1.072)
H (-7.388, -1.109, 0.894)
H (-7.927, -0.923, -0.696)
H (-9.622, 0.229, 1.425)
H (-9.552, -2.180, 1.866)
H (-9.613, -2.512, 0.200)
H (-11.832, -2.756, 0.855)
H (-11.858, -1.373, -0.040)
H (-13.683, -0.818, 3.054)
H (-13.408, -2.496, 2.630)
H (-14.003, -1.432, 1.401)
C (-5.163, -4.043, 4.586)
O (-6.112, -4.656, 3.695)
C (-6.210, -3.828, 2.499)
C (-7.072, -4.570, 1.471)
N (-8.398, -4.844, 1.974)
C (-9.273, -5.729, 1.223)
C (-10.696, -6.012, 1.758)
O (-10.725, -7.005, 2.705)
C (-12.054, -7.313, 3.124)
H (-5.417, -2.987, 4.679)
H (-4.176, -4.110, 4.130)
H (-5.190, -4.561, 5.545)
H (-5.244, -3.659, 2.024)
H (-6.730, -2.897, 2.728)
H (-6.600, -5.524, 1.238)
H (-7.222, -3.965, 0.576)
H (-8.287, -5.104, 2.944)
H (-8.682, -6.575, 0.873)
H (-9.479, -5.153, 0.321)
H (-11.301, -6.312, 0.902)
H (-11.079, -5.093, 2.201)
H (-12.462, -6.688, 3.919)
H (-12.064, -8.296, 3.594)
H (-12.792, -7.311, 2.322)
C (-2.243, -9.494, -1.687)
O (-3.045, -8.438, -2.274)
C (-2.518, -7.176, -1.994)
C (-3.530, -6.029, -2.234)
N (-2.769, -4.783, -2.190)
C (-3.719, -3.613, -2.440)
C (-3.012, -2.352, -2.984)
O (-4.042, -1.454, -3.486)
C (-3.442, -0.245, -3.891)
H (-2.751, -10.393, -2.035)
H (-2.340, -9.481, -0.601)
H (-1.170, -9.476, -1.874)
H (-1.612, -6.965, -2.562)
H (-2.210, -7.193, -0.948)
H (-4.355, -6.184, -1.538)
H (-3.930, -6.150, -3.240)
H (-2.353, -4.602, -1.287)
H (-4.360, -3.323, -1.607)
H (-4.344, -3.956, -3.264)
H (-2.391, -2.597, -3.845)
H (-2.369, -2.057, -2.154)
H (-2.642, -0.270, -4.631)
H (-3.189, 0.333, -3.002)
H (-4.266, 0.331, -4.312)
C (1.569, 5.897, 1.283)
O (0.530, 5.283, 2.112)
C (1.017, 4.902, 3.366)
C (-0.076, 4.088, 4.181)
N (-0.262, 2.810, 3.469)
C (-1.427, 2.173, 4.035)
C (-2.841, 2.782, 3.565)
O (-2.780, 3.049, 2.143)
C (-3.777, 2.487, 1.226)
H (2.341, 5.169, 1.036)
H (2.064, 6.707, 1.820)
H (1.167, 6.269, 0.341)
H (1.240, 5.753, 4.009)
H (1.940, 4.324, 3.334)
H (-0.994, 4.671, 4.248)
H (0.326, 3.903, 5.177)
H (-0.619, 3.189, 2.603)
H (-1.315, 2.173, 5.119)
H (-1.447, 1.119, 3.760)
H (-3.065, 3.707, 4.097)
H (-3.657, 2.118, 3.850)
H (-3.583, 2.499, 0.154)
H (-4.808, 2.840, 1.252)
H (-3.838, 1.413, 1.405)
C (3.785, 1.811, -0.492)
O (2.511, 2.370, -0.793)
C (1.557, 2.274, 0.308)
C (0.134, 2.463, -0.334)
N (-0.150, 1.504, -1.322)
C (-0.488, 0.185, -0.935)
C (-1.617, 0.063, 0.106)
O (-2.088, -1.280, 0.123)
C (-3.118, -1.562, 1.021)
H (4.292, 2.431, 0.247)
H (4.267, 1.839, -1.470)
H (3.759, 0.788, -0.117)
H (1.597, 3.052, 1.070)
H (1.642, 1.406, 0.961)
H (0.262, 3.450, -0.778)
H (-0.638, 2.594, 0.425)
H (0.530, 1.551, -2.067)
H (0.375, -0.389, -0.598)
H (-0.866, -0.340, -1.812)
H (-2.392, 0.808, -0.072)
H (-1.186, 0.096, 1.106)
H (-2.769, -1.523, 2.052)
H (-3.574, -2.533, 0.827)
H (-3.907, -0.818, 1.129)

These are the Mulliken partial charges, in e, on atoms 1 to 2: atom 1 (C): -0.69, atom 2 (O): -0.11